Entry 1:
C4H8N3 | ωB97M-V with the def2-TZVPD basis set

Summary:
E_LUMO   -4.20 eV
Kohn-Sham gap   10.109 eV
Charge   +1
ΔE to the lowest compared entry with this formula, charge and spin   580.2 kJ/mol

Atoms and positions in Å:
C -3.392 -0.635 0.567
N -3.195 0.483 0.068
C -1.892 1.017 -0.328
C -0.460 0.342 -0.199
N 0.611 0.209 0.295
N 1.866 -0.041 0.609
C 2.843 0.555 -0.129
H -2.561 -1.361 0.915
H -4.444 -0.964 0.763
H -1.869 1.918 0.270
H -1.877 1.335 -1.386
H 2.027 -0.782 1.162
H 2.782 1.643 -0.282
H 3.727 0.316 0.431
H 2.792 0.226 -1.156

=====

Entry 2:
C4H8N3O | ωB97M-V with the def2-TZVPD basis set

Summary:
E_LUMO   -5.17 eV
Kohn-Sham gap   8.051 eV
Charge   +1
ΔE to the lowest compared entry with this formula, charge and spin   547.4 kJ/mol

Atoms and positions in Å:
C -1.696 -0.332 1.085
N -0.586 -0.094 0.133
C -0.563 -0.834 -1.124
N -0.302 1.202 0.102
C 0.841 1.633 -0.008
N 2.054 0.688 -0.102
C 1.932 -0.538 0.203
O 2.002 -1.635 0.594
H -2.643 -0.571 0.508
H -1.383 -1.212 1.618
H -1.697 0.628 1.786
H 0.073 -0.309 -1.802
H -0.122 -1.878 -1.037
H -1.656 -0.783 -1.545
H 1.048 2.716 0.178
H 2.699 1.319 -0.588